A single C2HCl3OS molecule at a distorted geometry, computed with ωB97M-V/def2-TZVPD.

Computed properties:
E_LUMO ... -0.79 eV
Energy above the lowest of the compared OMol25 structures with the same formula, charge and spin ... 75.55 kJ/mol
Orbital gap ... 0.326 hartree
Structure (SMILES) ... O=CC(Cl)(Cl)SCl
Energy ... -1930.75606 hartree

ORCA input file:
```
! RIJCOSX wB97M-V def2-TZVPD def2/J DEFGRID3
* xyz 0 1
Cl -0.41 -1.37 -1.35
C -0.20 0.07 -0.57
O 1.72 -0.72 0.35
H 1.56 1.27 0.20
Cl -1.58 -1.29 2.06
C 1.10 0.27 0.15
Cl -0.39 1.49 -1.66
S -1.81 0.29 0.82
*
```

Mulliken atomic charge list, values in e, 6 entries: -0.0547 0.2201 -0.3764 0.3359 -0.1047 0.0599

***

10 unconnected molecules or ions with the total composition C64H77O21P at a distorted geometry, computed with ωB97M-V/def2-TZVPD.

Computed properties:
E_LUMO ... -1.47 eV
Orbital gap ... 0.201 hartree
Structure (SMILES) ... C#Cc1c(CC(=O)c2ccccc2)cc2c(c1P(CC)CC)C(=O)c1ccccc1C2=O.O=C1CCCO1.O=C1CCCO1.O=C1CCCO1.O=C1CCCO1.O=C1CCCO1.O=C1CCCO1.O=C1CCCO1.O=C1CCCO1.O=C1CCCO1
Energy ... -4406.15527 hartree

ORCA input file:
```
! RIJCOSX wB97M-V def2-TZVPD def2/J DEFGRID3
* xyz 0 1
H -4.56 -0.75 -1.44
C -6.76 5.75 -4.47
C -1.75 -3.11 -4.64
H 6.66 0.89 7.47
O -6.61 5.40 -3.17
H -9.05 0.24 -0.06
C 4.24 1.93 1.76
H -4.53 -2.55 0.22
H -0.22 -4.71 3.82
H 6.66 1.94 9.67
O 0.79 -6.62 2.51
C -9.77 -0.27 1.90
C -0.45 1.19 -1.03
C -4.11 0.76 2.59
C 5.68 1.75 9.23
H -0.73 -1.89 -11.18
C 4.89 0.57 1.92
H -1.29 -3.10 -5.63
H -3.83 1.43 4.77
C 0.39 -1.07 0.76
H 4.24 -0.23 1.56
H 4.18 3.47 3.29
H -6.28 -0.66 -0.89
C 1.30 -5.31 0.59
H -8.01 2.24 0.67
H 6.61 -0.94 9.09
O -3.03 -1.86 -3.13
O -7.84 1.02 2.34
H -3.26 1.49 2.48
C 3.00 -4.58 -1.28
P -3.78 -0.99 1.97
H -6.55 8.68 -2.97
C 8.99 2.82 8.29
C -0.04 -3.04 2.36
C 1.96 1.29 -2.06
C 0.97 0.75 -1.10
H -3.22 -1.46 -9.48
C 0.16 2.82 -2.96
O -1.09 -3.26 -9.68
H 1.46 -4.06 3.71
H -1.12 -3.71 -3.98
H 0.15 -6.05 -2.76
C 5.76 0.78 8.06
C 0.90 -2.26 1.51
H -5.91 -1.79 1.08
O 7.99 -5.99 0.29
C 9.96 4.59 7.08
H 3.99 -4.10 -1.50
O 5.40 1.83 5.07
H 5.80 3.19 2.59
O -2.60 1.10 -0.03
O 2.66 -0.62 0.00
C -2.19 -1.19 -9.73
O -2.73 1.22 -5.42
H 9.66 2.59 6.28
H 8.46 5.90 7.94
O 4.81 -0.33 9.89
C -3.16 -3.78 4.20
H 4.90 0.94 7.40
H -7.83 7.57 -4.74
C -3.16 -3.67 -4.63
C 0.39 -5.78 -0.50
H -0.45 -0.62 -8.56
H -1.86 2.72 -2.03
C -2.38 -3.38 3.36
H 7.83 4.85 6.66
C -0.83 2.27 -1.99
H 3.16 1.84 1.92
H 5.20 2.68 8.95
C 4.84 0.99 10.22
C 10.00 3.08 7.20
C -4.91 -1.55 0.60
H -9.20 2.52 1.96
H 2.33 2.69 -3.77
C -3.41 3.46 -5.22
H -3.88 -4.17 4.94
C 1.57 2.33 -3.04
C -1.99 -1.38 1.70
O 5.11 0.42 3.33
H -4.27 4.12 -5.22
H -2.22 -0.99 -4.81
O -6.89 4.96 -5.37
O -0.43 -3.27 -7.52
H -1.90 -1.00 -7.58
C -2.80 3.26 -6.60
C 2.10 -5.06 -2.35
C 7.92 -3.97 -0.93
C -6.20 7.70 -3.29
O -8.09 -0.91 3.50
H -9.90 -1.28 1.52
H 3.32 -4.35 0.91
C 1.47 -0.34 -0.11
C 7.34 -3.74 0.45
H 7.15 -3.99 -1.70
C 0.54 -4.31 3.09
O 4.29 1.44 11.19
C -8.48 -0.14 2.68
C 2.60 -4.73 0.14
H 5.85 0.51 1.40
C 5.14 1.65 3.91
C 5.64 -0.56 8.75
C -1.94 -1.73 -4.05
H -2.66 3.88 -4.55
H 4.39 2.37 0.78
C -2.20 1.88 -6.48
H 10.66 5.03 7.79
O 8.86 1.80 8.91
H -2.30 -2.71 -11.27
H -2.03 4.00 -6.81
H -10.60 0.02 2.54
H -3.17 -4.75 -4.48
C -9.56 0.73 0.77
C -3.78 -2.95 -3.46
O 8.19 3.91 8.46
C -3.74 2.04 -4.80
H 8.11 -3.32 1.11
C -1.44 -2.58 2.45
H -2.21 -0.21 -10.20
C -1.33 -1.25 -8.48
H 3.02 0.91 -2.08
C 0.87 -5.48 2.08
H -3.56 3.25 -7.38
H -4.52 -0.27 4.53
H -10.49 1.15 0.39
C 8.54 4.91 7.49
H -1.05 -1.38 -3.53
C -1.57 -2.26 -10.60
H -7.60 6.73 -1.94
H -5.00 1.18 2.03
H 8.69 -3.24 -1.17
C 4.86 2.72 2.89
C -1.05 -0.64 0.82
C 0.81 -5.67 -1.93
O -4.80 -3.25 -2.90
H 2.44 -4.94 -3.41
H -3.71 1.92 -3.72
O -1.39 1.39 -7.22
C -0.90 -2.69 -8.46
H -4.72 1.72 -5.16
O 9.30 -5.86 -1.55
C 7.00 -5.14 0.90
H -5.89 6.46 -1.54
C -1.51 0.57 -0.02
H 10.98 2.72 7.49
H 1.97 -2.53 1.42
C -6.79 7.25 -4.62
H 10.21 4.96 6.08
H -3.71 -3.40 -5.54
H 6.49 -3.07 0.46
C -6.60 6.58 -2.36
C -5.21 -0.50 -0.55
C -4.55 0.80 4.17
H -5.11 7.75 -3.37
H 5.19 -1.31 8.10
H -0.13 3.61 -3.71
H 7.06 -5.25 1.99
H -6.19 7.57 -5.46
H -5.61 1.19 4.25
H 6.01 -5.46 0.57
C 8.51 -5.36 -0.80
H -0.60 -6.26 -0.28
C -8.65 1.75 1.41
H -5.13 0.57 -0.23
*
```

Mulliken atomic charge list, values in e, 6 entries: -0.3515 0.5649 0.4456 0.2111 -0.2974 0.2148

***

A molecular structure, CH2Cl2O3 at a distorted geometry, computed with ωB97M-V/def2-TZVPD.

Computed properties:
E_LUMO ... -2.11 eV
Energy above the lowest of the compared OMol25 structures with the same formula, charge and spin ... 476.08 kJ/mol
Orbital gap ... 0.253 hartree
Energy ... -1185.18566 hartree

ORCA input file:
```
! RIJCOSX wB97M-V def2-TZVPD def2/J DEFGRID3
* xyz 0 1
Cl 0.81 -0.54 -2.21
H 0.42 -0.69 1.26
O -0.26 -1.26 -1.25
O -0.96 0.86 1.12
O 0.99 0.98 0.02
H 1.14 0.67 -1.04
C 0.21 0.25 0.71
Cl -2.34 -0.27 1.39
*
```

Mulliken atomic charge list, values in e, 6 entries: -0.0210 0.3489 -0.5264 -0.2314 -0.3604 0.3412

***

2 unconnected molecules or ions with the total composition C3H8O, computed with ωB97M-V/def2-TZVPD.

Computed properties:
E_LUMO (spin up / spin down) ... -6.45 / -10.11 eV
Energy above the lowest of the compared OMol25 structures with the same formula, charge and spin ... 76.91 kJ/mol
Orbital gap (spin up / spin down) ... 0.389 / 0.254 hartree
Energy ... -193.94770 hartree

ORCA input file:
```
! RIJCOSX wB97M-V def2-TZVPD def2/J DEFGRID3
* xyz 1 2
H 0.27 -0.25 -1.20
H 2.43 1.40 -0.46
C 0.74 0.19 -0.30
H -2.05 -0.45 -0.67
C -2.31 -1.23 0.05
H 0.97 2.06 -1.26
H -2.64 -0.82 1.00
O 0.77 -0.45 0.71
H -1.50 -1.93 0.25
C 1.36 1.57 -0.37
H -3.12 -1.84 -0.33
H 1.18 2.13 0.54
*
```

Mulliken atomic charge list, values in e, 6 entries: 0.4771 0.3427 0.2944 0.1616 -0.9254 0.3227